{"formula": "C47H44Br2CdN6O2PS", "method": "ωB97M-V/def2-TZVPD", "symbols": ["Cd", "C", "C", "N", "C", "C", "N", "C", "C", "C", "C", "C", "N", "C", "C", "N", "C", "C", "N", "C", "C", "C", "N", "C", "C", "H", "H", "H", "H", "H", "H", "H", "H", "H", "H", "H", "H", "Br", "C", "Br", "H", "H", "C", "C", "C", "C", "C", "C", "C", "C", "C", "C", "C", "C", "C", "C", "C", "H", "H", "H", "H", "H", "H", "H", "H", "H", "H", "O", "C", "O", "C", "C", "C", "C", "S", "C", "C", "H", "H", "H", "H", "H", "C", "C", "P", "C", "C", "C", "C", "H", "H", "H", "H", "H", "H", "H", "H", "H", "H", "H", "H", "H", "H", "H"], "coordinates": [[-0.02, -2.10, 1.91], [-4.61, -1.44, 2.19], [-3.15, -1.03, 2.42], [-2.29, -1.63, 1.43], [-2.80, -1.95, 0.25], [-4.15, -1.84, -0.02], [-5.03, -1.75, 1.03], [-1.85, -2.57, -0.72], [-2.28, -3.05, -1.95], [-1.39, -3.69, -2.79], [-0.08, -3.85, -2.36], [0.30, -3.31, -1.14], [-0.57, -2.67, -0.35], [1.70, -3.42, -0.66], [2.77, -3.41, -1.56], [4.03, -3.48, -1.16], [4.23, -3.57, 0.15], [3.17, -3.57, 1.05], [1.91, -3.48, 0.65], [-1.82, -4.16, -4.13], [-3.05, -4.78, -4.32], [-3.42, -5.16, -5.61], [-2.66, -4.96, -6.68], [-1.48, -4.38, -6.49], [-1.02, -3.97, -5.24], [-5.26, -1.57, 3.05], [-2.84, -1.38, 3.41], [-4.58, -1.99, -1.00], [-3.31, -2.94, -2.25], [0.63, -4.41, -2.96], [2.60, -3.30, -2.62], [5.25, -3.62, 0.50], [3.33, -3.61, 2.12], [-3.71, -4.98, -3.49], [-4.37, -5.64, -5.78], [-0.87, -4.22, -7.37], [-0.06, -3.48, -5.15], [-0.85, -4.54, 2.69], [0.21, -1.23, 3.95], [0.99, 0.57, 4.15], [0.82, -1.88, 4.57], [-0.77, -1.16, 4.43], [-2.85, 0.39, 2.35], [-2.47, 1.56, 2.30], [-2.19, 2.88, 2.47], [-2.54, 3.83, 1.41], [-2.37, 3.49, 0.07], [-2.68, 4.39, -0.93], [-3.20, 5.64, -0.60], [-3.41, 5.98, 0.73], [-3.07, 5.09, 1.73], [-1.58, 3.35, 3.71], [-1.70, 2.61, 4.89], [-1.09, 3.05, 6.05], [-0.33, 4.21, 6.04], [-0.19, 4.94, 4.87], [-0.81, 4.53, 3.71], [-1.96, 2.51, -0.17], [-2.53, 4.12, -1.97], [-3.45, 6.34, -1.39], [-3.82, 6.95, 0.99], [-3.23, 5.34, 2.77], [-2.27, 1.69, 4.88], [-1.18, 2.46, 6.95], [0.16, 4.53, 6.95], [0.43, 5.83, 4.86], [-0.67, 5.08, 2.80], [8.65, 0.74, 1.72], [7.68, 0.38, 2.61], [8.01, 0.20, 3.76], [6.31, 0.24, 2.08], [5.35, -0.37, 2.89], [4.06, -0.56, 2.45], [3.64, -0.14, 1.17], [2.04, -0.39, 0.57], [4.62, 0.48, 0.36], [5.91, 0.67, 0.81], [8.27, 0.79, 0.83], [5.65, -0.69, 3.88], [3.32, -1.02, 3.10], [4.34, 0.83, -0.62], [6.61, 1.18, 0.15], [1.45, 0.02, -4.14], [0.89, -0.49, -2.82], [-0.13, 0.68, -1.79], [-1.40, 1.09, -3.12], [-2.86, 1.14, -2.65], [1.03, 2.15, -1.78], [1.10, 2.94, -0.46], [2.03, -0.76, -4.63], [2.11, 0.88, -4.00], [0.66, 0.33, -4.84], [1.70, -0.81, -2.16], [0.26, -1.37, -2.99], [-1.33, 0.28, -3.85], [-1.13, 2.01, -3.65], [-3.03, 0.44, -1.82], [-3.54, 0.85, -3.45], [-3.17, 2.12, -2.30], [0.80, 2.81, -2.62], [2.01, 1.71, -1.96], [0.44, 3.80, -0.47], [2.12, 3.32, -0.30], [0.86, 2.31, 0.40]], "lowdin_charge": [1.075, -0.104, -0.341, -0.003, -0.285, -0.110, 0.059, -0.197, 0.050, -0.154, 0.024, -0.227, 0.101, -0.267, -0.099, 0.094, -0.114, -0.132, 0.051, -0.167, -0.012, -0.145, 0.050, -0.145, -0.012, 0.105, 0.128, 0.084, 0.108, 0.123, 0.110, 0.108, 0.116, 0.117, 0.103, 0.103, 0.111, -0.495, -0.782, 0.453, -0.075, -0.091, 0.162, 0.067, -0.068, -0.174, -0.013, -0.067, -0.069, -0.071, -0.030, -0.185, -0.047, -0.082, -0.064, -0.064, -0.018, 0.096, 0.099, 0.104, 0.104, 0.121, 0.117, 0.110, 0.106, 0.106, 0.120, 0.084, -0.493, 0.088, -0.171, -0.021, -0.139, -0.699, 0.526, -0.123, -0.054, 0.074, 0.117, 0.064, 0.088, 0.101, -0.148, -0.450, 0.946, -0.415, -0.166, -0.429, -0.185, 0.063, 0.058, 0.056, 0.016, 0.047, 0.051, 0.064, 0.042, 0.064, 0.028, 0.066, 0.043, 0.044, 0.065, 0.025], "spin_multiplicity": 1, "charge": -1, "e_tot_ev": -227261.89553, "homo_energy_ev": [-4.330, -4.330], "orbital_gap_ev": [3.6, 3.5], "relative_energy_kcal_mol": 47.3, "lumo_energy_ev": [-0.78, -0.78]}



{"formula": "C6H13NO3", "method": "ωB97M-V/def2-TZVPD", "symbols": ["C", "O", "C", "C", "C", "C", "N", "C", "O", "H", "H", "H", "H", "H", "H", "H", "H", "H", "H", "H", "H", "O", "H"], "coordinates": [[-1.01, 0.15, 6.28], [-1.08, -0.67, 5.14], [-0.47, -0.14, 3.98], [1.05, -0.18, 4.06], [-1.00, -0.97, 2.82], [-2.51, -0.85, 2.52], [-2.20, -0.30, 1.20], [-0.76, -0.40, 1.41], [0.14, 0.18, 0.85], [0.02, 0.24, 6.66], [-1.40, 1.16, 6.06], [-1.64, -0.31, 7.06], [-0.80, 0.90, 3.85], [1.42, 0.46, 4.87], [1.40, -1.21, 4.22], [1.48, 0.19, 3.12], [-0.66, -2.01, 2.90], [-3.05, -1.81, 2.48], [-3.04, -0.14, 3.17], [-2.74, 0.37, 0.66], [-2.23, -1.82, 0.09], [-1.63, -2.59, -0.31], [-1.76, -3.34, 0.28]], "lowdin_charge": [-0.103, -0.161, -0.390, -0.023, -0.153, -0.119, 0.030, -0.383, 0.103, 0.085, 0.095, 0.093, 0.158, 0.077, 0.097, 0.085, 0.161, 0.114, 0.122, 0.143, 0.058, -0.110, 0.020], "spin_multiplicity": 1, "e_tot_ev": -14064.33396, "homo_energy_ev": -9.926, "smiles": "CO[C@@H](C)[C@H]1CNC1=O.O", "orbital_gap_ev": 10.7, "relative_energy_kcal_mol": 52.9, "lumo_energy_ev": 0.75}



{"formula": "C27H32AgN4OS3", "method": "ωB97M-V/def2-TZVPD", "symbols": ["Ag", "C", "N", "C", "C", "N", "C", "C", "C", "C", "C", "C", "C", "S", "C", "C", "C", "C", "C", "C", "S", "H", "H", "H", "H", "H", "H", "H", "H", "H", "H", "H", "H", "H", "H", "H", "H", "H", "H", "C", "C", "C", "N", "C", "S", "N", "C", "O", "C", "C", "C", "C", "C", "C", "H", "H", "H", "H", "H", "H", "H", "H", "H", "H", "H", "H", "H", "H"], "coordinates": [[0.17, 0.37, 0.89], [2.93, 0.88, 2.38], [1.96, 1.91, 2.00], [1.44, 2.63, 3.18], [-0.08, 2.63, 3.31], [-0.63, 1.28, 3.30], [-0.40, 0.56, 4.54], [-2.00, 1.17, 2.89], [-2.90, 2.20, 3.12], [-4.23, 2.10, 2.71], [-4.66, 0.94, 2.09], [-3.77, -0.10, 1.86], [-2.43, -0.01, 2.25], [-1.34, -1.36, 1.91], [2.45, 2.80, 0.98], [3.74, 3.32, 1.07], [4.26, 4.15, 0.10], [3.48, 4.46, -1.01], [2.19, 3.98, -1.10], [1.63, 3.16, -0.10], [-0.04, 2.69, -0.26], [3.75, 1.27, 3.01], [3.35, 0.44, 1.48], [2.41, 0.10, 2.94], [1.77, 3.67, 3.16], [1.88, 2.18, 4.08], [-0.51, 3.17, 2.47], [-0.33, 3.16, 4.25], [-0.92, 1.03, 5.39], [0.67, 0.53, 4.77], [-0.75, -0.47, 4.43], [-2.57, 3.10, 3.61], [-4.91, 2.92, 2.89], [-5.69, 0.85, 1.75], [-4.10, -1.00, 1.36], [4.35, 3.07, 1.93], [5.26, 4.55, 0.20], [3.89, 5.08, -1.80], [1.57, 4.23, -1.95], [-0.15, -5.01, -1.84], [-0.14, -4.32, -0.48], [0.68, -3.04, -0.47], [0.04, -2.04, -1.31], [0.57, -0.82, -1.51], [2.13, -0.42, -1.03], [-0.18, 0.06, -2.26], [-1.12, -0.21, -3.23], [-1.94, 0.62, -3.56], [-1.02, -1.51, -3.99], [-2.21, -2.11, -4.40], [-2.18, -3.24, -5.20], [-0.96, -3.76, -5.62], [0.22, -3.14, -5.24], [0.19, -2.02, -4.42], [-0.76, -5.91, -1.82], [0.87, -5.29, -2.13], [-0.54, -4.35, -2.61], [0.28, -4.99, 0.28], [-1.16, -4.10, -0.16], [1.68, -3.20, -0.84], [0.76, -2.65, 0.56], [-0.97, -2.09, -1.33], [-0.14, 1.05, -1.95], [-3.15, -1.68, -4.08], [-3.10, -3.72, -5.50], [-0.93, -4.63, -6.26], [1.17, -3.53, -5.58], [1.12, -1.55, -4.11]], "lowdin_charge": [0.470, -0.113, -0.203, -0.165, -0.215, -0.212, -0.089, -0.309, -0.043, -0.114, -0.119, -0.145, -0.664, 0.496, -0.306, -0.054, -0.118, -0.117, -0.139, -0.642, 0.549, 0.074, 0.053, 0.077, 0.124, 0.102, 0.079, 0.116, 0.089, 0.071, 0.047, 0.101, 0.088, 0.090, 0.083, 0.102, 0.087, 0.091, 0.087, -0.102, -0.241, -0.268, -0.002, -0.893, 0.661, 0.076, -0.421, 0.093, -0.157, -0.025, -0.085, -0.100, -0.086, -0.032, 0.067, 0.074, 0.049, 0.108, 0.100, 0.099, 0.065, 0.139, 0.037, 0.119, 0.099, 0.098, 0.102, 0.117], "spin_multiplicity": 1, "charge": -1, "e_tot_ev": -73035.09466, "homo_energy_ev": -4.118, "orbital_gap_ev": 6.7, "lumo_energy_ev": 2.58}